C3H3FI2 | ωB97M-V with the def2-TZVPD basis set

Atoms and positions in Å:
C (-0.059, 0.813, 0.491)
C (-0.625, -0.195, -0.527)
C (0.530, -0.529, 0.305)
F (0.303, -1.400, 1.230)
I (-2.451, -1.162, -0.362)
I (2.559, -0.537, -0.581)
H (0.427, 1.782, 0.338)
H (-0.597, 0.961, 1.522)
H (-0.087, 0.267, -2.416)

2S+1: 1
Gap between HOMO and LUMO (spin up / spin down) (eV): 8.09 / 8.07
Largest force on an atom (eV/A): 3.5

---

C3H3FN2 | ωB97M-V with the def2-TZVPD basis set

Atoms and positions in Å:
C (2.188, 2.221, -0.055)
C (1.547, -0.262, 0.028)
C (0.137, -0.405, 0.053)
N (2.704, 3.207, 0.068)
N (2.670, -0.569, -0.085)
F (2.669, -2.387, 0.017)
H (-0.122, -0.013, -0.920)
H (-0.371, 0.148, 0.849)
H (-0.150, -1.522, -0.156)

2S+1: 1
Gap between HOMO and LUMO (spin up / spin down) (eV): 7.88 / 9.59
Largest force on an atom (eV/A): 5.8

---

C3H3FN2 | ωB97M-V with the def2-TZVPD basis set

Atoms and positions in Å:
C (0.013, 0.272, 1.259)
C (1.193, -0.069, -0.606)
C (1.355, 0.447, 1.513)
N (2.082, 0.327, 0.261)
N (-0.116, -0.083, -0.055)
F (1.918, 0.664, 2.636)
H (-0.761, 0.085, 1.885)
H (1.534, -0.218, -1.618)
H (-1.080, 0.109, -0.470)

2S+1: 1
Gap between HOMO and LUMO (eV): 9.65
Largest force on an atom (eV/A): 5.3
SMILES: Fc1c[nH]cn1

---

C3H3FN2O2 | ωB97M-V with the def2-TZVPD basis set

Atoms and positions in Å:
C (-0.270, 0.110, -0.185)
C (-1.403, 0.994, -0.553)
C (2.078, 0.064, 0.050)
N (-3.413, -1.658, 0.322)
N (-2.876, -0.741, 0.040)
O (-0.350, -1.096, -0.209)
O (0.865, 0.804, -0.039)
F (-1.774, 1.849, 0.360)
H (2.598, 0.134, -0.905)
H (1.861, -0.978, 0.287)
H (2.683, 0.519, 0.832)

2S+1: 1
Gap between HOMO and LUMO (eV): 9.08
Largest force on an atom (eV/A): 2.1

---

C3H3FO2 | ωB97M-V with the def2-TZVPD basis set

Atoms and positions in Å:
C (-0.720, -1.584, -0.208)
C (-0.446, -0.295, -0.110)
C (1.066, 1.501, 0.310)
H (-0.093, -2.425, 0.011)
H (-1.123, 0.510, -0.276)
H (2.084, 1.693, 0.607)
O (0.789, 0.167, 0.354)
O (0.332, 2.390, 0.002)
F (-1.888, -1.958, -0.690)

2S+1: 1
Gap between HOMO and LUMO (eV): 10.68
Largest force on an atom (eV/A): 1.3
SMILES: O=CO/C=C/F

---

C3H3FO2 | ωB97M-V with the def2-TZVPD basis set

Atoms and positions in Å:
C (0.427, -0.271, -0.167)
C (-0.685, 0.298, 0.211)
C (-2.272, -0.411, 0.080)
O (-2.480, -1.591, 0.023)
O (-3.082, 0.604, -0.071)
F (-4.521, 0.357, -0.005)
H (1.373, 0.344, -0.045)
H (0.528, -1.357, -0.541)
H (-0.751, 1.241, 0.574)

2S+1: 1
Gap between HOMO and LUMO (eV): 10.13
Largest force on an atom (eV/A): 4.9
SMILES: C=CC(=O)OF

---

- Among the records above, which one has the lowest largest force on an atom?
  number 5

---

- What is the formula in the third record?
  C3H3FN2

---

- Which of these has the lowest largest force on an atom?
  number 5

---

Repeat the second record exactly.
C3H3FN2 | ωB97M-V with the def2-TZVPD basis set

Atoms and positions in Å:
C (2.188, 2.221, -0.055)
C (1.547, -0.262, 0.028)
C (0.137, -0.405, 0.053)
N (2.704, 3.207, 0.068)
N (2.670, -0.569, -0.085)
F (2.669, -2.387, 0.017)
H (-0.122, -0.013, -0.920)
H (-0.371, 0.148, 0.849)
H (-0.150, -1.522, -0.156)

2S+1: 1
Gap between HOMO and LUMO (spin up / spin down) (eV): 7.88 / 9.59
Largest force on an atom (eV/A): 5.8